Entry from the Open Molecules 2025 dataset: a 19-piece molecular cluster, C114H160N29O33P5 overall at a distorted geometry (ωB97M-V/def2-TZVPD).

Each atom is followed by the atoms it is bonded to, with distances in Å.
Positions of all 341 atoms, in Å:
1 C -1.343 2.877 7.515  C2 1.394, C6 1.401, H10 1.080
2 C -1.129 2.372 6.233  C1 1.394, C3 1.355, H11 1.080
3 C -0.758 1.076 6.096  C2 1.355, C4 1.445, H12 1.080
4 C -0.499 0.217 7.228  C3 1.445, C5 1.363, N7 1.467
5 C -0.717 0.719 8.477  C4 1.363, C6 1.413, H13 1.080
6 C -1.281 2.007 8.613  C1 1.401, C5 1.413, H14 1.080
7 N -0.114 -1.185 7.030  C4 1.467, O8 1.229, O9 1.210
8 O 0.130 -1.831 8.046  N7 1.229
9 O 0.086 -1.615 5.916  N7 1.210
10 H -1.854 3.826 7.576  C1 1.080
11 H -1.344 2.928 5.332  C2 1.080
12 H -0.533 0.661 5.124  C3 1.080
13 H -0.762 0.128 9.380  C5 1.080
14 H -1.634 2.459 9.528  C6 1.080
15 C -4.482 -2.772 2.979  C16 1.414, C20 1.371, H24 1.080
16 C -5.650 -2.560 2.211  C15 1.414, C17 1.417, H25 1.080
17 C -6.635 -1.793 2.883  C16 1.417, C18 1.387, H26 1.080
18 C -6.456 -1.319 4.174  C17 1.387, C19 1.365, N21 1.469
19 C -5.315 -1.599 4.868  C18 1.365, C20 1.408, H27 1.080
20 C -4.286 -2.350 4.269  C15 1.371, C19 1.408, H28 1.080
21 N -7.534 -0.509 4.758  C18 1.469, O22 1.248, O23 1.208
22 O -8.146 0.273 4.001  N21 1.248
23 O -7.751 -0.626 5.940  N21 1.208
24 H -3.689 -3.265 2.438  C15 1.080
25 H -5.609 -2.831 1.167  C16 1.080
26 H -7.532 -1.522 2.346  C17 1.080
27 H -5.204 -1.320 5.906  C19 1.080
28 H -3.387 -2.674 4.771  C20 1.080
29 C 1.699 4.081 5.012  C30 1.389, C34 1.348, H38 1.080
30 C 2.279 3.113 4.202  C29 1.389, C31 1.396, H39 1.080
31 C 2.924 2.071 4.869  C30 1.396, C32 1.377, H40 1.080
32 C 2.990 1.994 6.242  C31 1.377, C33 1.428, N35 1.520
33 C 2.305 2.967 7.031  C32 1.428, C34 1.415, H41 1.080
34 C 1.668 4.036 6.358  C29 1.348, C33 1.415, H42 1.080
35 N 3.801 0.914 6.940  C32 1.520, O36 1.189, O37 1.243
36 O 4.326 0.113 6.236  N35 1.189
37 O 3.911 1.010 8.175  N35 1.243
38 H 1.144 4.865 4.519  C29 1.080
39 H 2.218 3.212 3.128  C30 1.080
40 H 3.353 1.271 4.284  C31 1.080
41 H 2.341 3.101 8.102  C33 1.080
42 H 1.178 4.809 6.931  C34 1.080
43 C -2.977 -4.935 8.066  C44 1.388, C48 1.400, H52 1.080
44 C -3.887 -5.426 7.140  C43 1.388, C45 1.332, H53 1.080
45 C -3.522 -5.593 5.870  C44 1.332, C46 1.405, H54 1.080
46 C -2.172 -5.492 5.493  C45 1.405, C47 1.417, N49 1.493
47 C -1.259 -4.936 6.423  C46 1.417, C48 1.384, H55 1.080
48 C -1.658 -4.629 7.713  C43 1.400, C47 1.384, H56 1.080
49 N -1.832 -5.839 4.082  C46 1.493, O50 1.188, O51 1.242
50 O -2.634 -6.307 3.340  N49 1.188
51 O -0.708 -5.508 3.669  N49 1.242
52 H -3.345 -4.723 9.059  C43 1.080
53 H -4.872 -5.655 7.519  C44 1.080
54 H -4.308 -6.005 5.254  C45 1.080
55 H -0.292 -4.756 5.977  C47 1.080
56 H -0.974 -4.113 8.370  C48 1.080
57 C 1.615 -6.258 1.161  C58 1.368, C62 1.415, H66 1.080
58 C 2.611 -6.039 0.249  C57 1.368, C59 1.404, H67 1.080
59 C 3.735 -6.878 0.308  C58 1.404, C60 1.370, H68 1.080
60 C 3.806 -7.920 1.196  C59 1.370, C61 1.351, N63 1.450
61 C 2.762 -8.161 2.019  C60 1.351, C62 1.426, H69 1.080
62 C 1.601 -7.334 2.080  C57 1.415, C61 1.426, H70 1.080
63 N 5.009 -8.728 1.233  C60 1.450, O64 1.272, O65 1.237
64 O 5.633 -8.766 0.125  N63 1.272
65 O 5.440 -9.099 2.331  N63 1.237
66 H 0.724 -5.651 1.220  C57 1.080
67 H 2.752 -5.163 -0.367  C58 1.080
68 H 4.566 -6.747 -0.369  C59 1.080
69 H 2.935 -9.001 2.675  C61 1.080
70 H 0.773 -7.443 2.764  C62 1.080
71 C 2.895 -3.611 5.778  C72 1.398, C76 1.356, H80 1.080
72 C 2.554 -3.706 7.131  C71 1.398, C73 1.373, H81 1.080
73 C 2.451 -4.954 7.693  C72 1.373, C74 1.377, H82 1.080
74 C 2.876 -6.040 6.961  C73 1.377, C75 1.397, N77 1.478
75 C 3.216 -5.955 5.608  C74 1.397, C76 1.395, H83 1.080
76 C 3.236 -4.687 5.027  C71 1.356, C75 1.395, H84 1.080
77 N 2.969 -7.359 7.621  C74 1.478, O78 1.231, O79 1.257
78 O 2.691 -7.489 8.813  N77 1.231
79 O 3.377 -8.346 6.957  N77 1.257
80 H 2.900 -2.650 5.286  C71 1.080
81 H 2.199 -2.754 7.497  C72 1.080
82 H 2.192 -4.929 8.742  C73 1.080
83 H 3.384 -6.845 5.021  C75 1.080
84 H 3.559 -4.646 3.997  C76 1.080
85 C -5.129 3.807 1.939  C86 1.390, C90 1.402, H94 1.080
86 C -5.301 2.874 0.923  C85 1.390, C87 1.354, H95 1.080
87 C -4.801 3.066 -0.321  C86 1.354, C88 1.404, H96 1.080
88 C -3.933 4.141 -0.570  C87 1.404, C89 1.419, N91 1.453
89 C -3.828 5.133 0.439  C88 1.419, C90 1.394, H97 1.080
90 C -4.440 5.002 1.685  C85 1.402, C89 1.394, H98 1.080
91 N -3.237 4.300 -1.836  C88 1.453, O92 1.228, O93 1.195
92 O -2.682 5.367 -2.084  N91 1.228
93 O -3.160 3.364 -2.575  N91 1.195
94 H -5.613 3.618 2.885  C85 1.080
95 H -5.756 1.948 1.242  C86 1.080
96 H -4.873 2.309 -1.088  C87 1.080
97 H -3.337 6.086 0.307  C89 1.080
98 H -4.508 5.908 2.268  C90 1.080
99 C -5.277 6.987 5.197  C100 1.341, C104 1.427, H108 1.080
100 C -6.433 6.330 5.375  C99 1.341, C101 1.383, H109 1.080
101 C -6.474 4.959 5.551  C100 1.383, C102 1.372, H110 1.080
102 C -5.309 4.234 5.583  C101 1.372, C103 1.366, N105 1.500
103 C -4.104 4.864 5.452  C102 1.366, C104 1.375, H111 1.080
104 C -4.072 6.225 5.263  C99 1.427, C103 1.375, H112 1.080
105 N -5.338 2.737 5.670  C102 1.500, O106 1.245, O107 1.250
106 O -6.400 2.189 5.318  N105 1.245
107 O -4.312 2.152 6.079  N105 1.250
108 H -5.238 8.038 4.950  C99 1.080
109 H -7.330 6.917 5.245  C100 1.080
110 H -7.485 4.621 5.723  C101 1.080
111 H -3.157 4.356 5.556  C103 1.080
112 H -3.134 6.757 5.201  C104 1.080
113 C 6.531 5.527 1.436  C114 1.426, C118 1.382, H122 1.080
114 C 5.804 4.790 2.417  C113 1.426, C115 1.422, H123 1.080
115 C 6.546 4.262 3.509  C114 1.422, C116 1.404, H124 1.080
116 C 7.948 4.260 3.602  C115 1.404, C117 1.379, N119 1.543
117 C 8.601 4.921 2.584  C116 1.379, C118 1.360, H125 1.080
118 C 7.905 5.522 1.581  C113 1.382, C117 1.360, H126 1.080
119 N 8.703 3.380 4.620  C116 1.543, O120 1.208, O121 1.237
120 O 9.867 3.598 4.861  N119 1.208
121 O 8.112 2.457 5.195  N119 1.237
122 H 5.882 5.820 0.623  C113 1.080
123 H 4.736 4.660 2.324  C114 1.080
124 H 5.965 3.778 4.280  C115 1.080
125 H 9.674 4.815 2.626  C117 1.080
126 H 8.449 5.935 0.745  C118 1.080
127 C 1.591 4.512 -5.870  C128 1.395, C132 1.398, H136 1.080
128 C 0.366 4.315 -5.232  C127 1.395, C129 1.379, H137 1.080
129 C -0.297 3.106 -5.201  C128 1.379, C130 1.412, H138 1.080
130 C 0.330 2.001 -5.817  C129 1.412, C131 1.385, N133 1.486
131 C 1.593 2.206 -6.348  C130 1.385, C132 1.370, H139 1.080
132 C 2.193 3.427 -6.513  C127 1.398, C131 1.370, H140 1.080
133 N -0.271 0.648 -5.698  C130 1.486, O134 1.225, O135 1.211
134 O 0.120 -0.287 -6.386  N133 1.225
135 O -1.193 0.460 -4.936  N133 1.211
136 H 1.980 5.519 -5.888  C127 1.080
137 H -0.017 5.153 -4.668  C128 1.080
138 H -1.259 3.094 -4.710  C129 1.080
139 H 2.163 1.346 -6.667  C131 1.080
140 H 3.190 3.657 -6.859  C132 1.080
141 C 5.615 -2.485 3.597  C142 1.373, C146 1.439, H150 1.080
142 C 5.817 -1.241 4.142  C141 1.373, C143 1.417, H151 1.080
143 C 5.602 -0.105 3.324  C142 1.417, C144 1.388, H152 1.080
144 C 5.168 -0.247 2.013  C143 1.388, C145 1.411, N147 1.465
145 C 4.926 -1.530 1.479  C144 1.411, C146 1.370, H153 1.080
146 C 5.243 -2.641 2.216  C141 1.439, C145 1.370, H154 1.080
147 N 5.062 0.911 1.123  C144 1.465, O148 1.231, O149 1.244
148 O 4.930 2.044 1.587  N147 1.231
149 O 4.999 0.732 -0.107  N147 1.244
150 H 5.927 -3.330 4.194  C141 1.080
151 H 6.359 -1.248 5.076  C142 1.080
152 H 5.935 0.827 3.756  C143 1.080
153 H 4.484 -1.588 0.496  C145 1.080
154 H 5.277 -3.651 1.833  C146 1.080
155 C 1.539 6.646 -0.033  C156 1.405, C160 1.378, H164 1.080
156 C 0.578 5.623 0.019  C155 1.405, C157 1.369, H165 1.080
157 C -0.170 5.530 1.162  C156 1.369, C158 1.392, H166 1.080
158 C -0.022 6.355 2.273  C157 1.392, C159 1.401, N161 1.478
159 C 0.974 7.338 2.217  C158 1.401, C160 1.418, H167 1.080
160 C 1.729 7.506 1.027  C155 1.378, C159 1.418, H168 1.080
161 N -0.912 6.145 3.435  C158 1.478, O162 1.223, O163 1.175
162 O -1.806 5.322 3.297  N161 1.223
163 O -0.857 6.888 4.343  N161 1.175
164 H 2.145 6.778 -0.917  C155 1.080
165 H 0.301 4.844 -0.676  C156 1.080
166 H -0.778 4.640 1.236  C157 1.080
167 H 1.080 7.982 3.077  C159 1.080
168 H 2.466 8.293 1.075  C160 1.080
169 C 10.154 -5.150 -2.757  C170 1.399, C174 1.385, H178 1.080
170 C 9.903 -4.087 -1.883  C169 1.399, C171 1.382, H179 1.080
171 C 8.594 -3.852 -1.507  C170 1.382, C172 1.429, H180 1.080
172 C 7.534 -4.733 -1.883  C171 1.429, C173 1.424, N175 1.463
173 C 7.895 -5.877 -2.650  C172 1.424, C174 1.426, H181 1.080
174 C 9.204 -6.063 -3.183  C169 1.385, C173 1.426, H182 1.080
175 N 6.140 -4.464 -1.529  C172 1.463, O176 1.225, O177 1.233
176 O 5.845 -3.477 -0.865  N175 1.225
177 O 5.298 -5.296 -1.871  N175 1.233
178 H 11.129 -5.262 -3.208  C169 1.080
179 H 10.626 -3.349 -1.569  C170 1.080
180 H 8.396 -3.041 -0.822  C171 1.080
181 H 7.138 -6.597 -2.927  C173 1.080
182 H 9.385 -6.863 -3.885  C174 1.080
183 C 3.275 4.173 -2.579  C184 1.424, C188 1.416, H192 1.080
184 C 4.060 3.490 -1.608  C183 1.424, C185 1.368, H193 1.080
185 C 5.413 3.696 -1.598  C184 1.368, C186 1.393, H194 1.080
186 C 6.018 4.597 -2.471  C185 1.393, C187 1.425, N189 1.513
187 C 5.242 5.372 -3.381  C186 1.425, C188 1.422, H195 1.080
188 C 3.851 5.095 -3.487  C183 1.416, C187 1.422, H196 1.080
189 N 7.527 4.669 -2.536  C186 1.513, O190 1.254, O191 1.193
190 O 8.199 4.028 -1.694  N189 1.254
191 O 8.043 5.345 -3.374  N189 1.193
192 H 2.211 4.025 -2.472  C183 1.080
193 H 3.605 2.759 -0.955  C184 1.080
194 H 6.011 3.150 -0.884  C185 1.080
195 H 5.615 6.014 -4.164  C187 1.080
196 H 3.280 5.613 -4.244  C188 1.080
197 O 1.120 2.204 1.164  P198 1.489
198 P 0.233 1.044 0.873  O197 1.489, N199 1.727, N202 1.717, N205 1.792
199 N -0.225 1.006 -0.792  P198 1.727, C200 1.470, C201 1.439
200 C -1.331 0.307 -1.462  N199 1.470, H208 1.090, H209 1.090, H210 1.090
201 C 0.742 1.364 -1.795  N199 1.439, H211 1.090, H212 1.090, H213 1.090
202 N -1.222 1.065 1.784  P198 1.717, C203 1.462, C204 1.515
203 C -1.637 2.252 2.530  N202 1.462, H214 1.090, H215 1.090, H216 1.090
204 C -2.136 -0.140 1.881  N202 1.515, H217 1.090, H218 1.090, H219 1.090
205 N 1.036 -0.529 1.181  P198 1.792, C206 1.536, C207 1.436
206 C 1.542 -0.861 2.592  N205 1.536, H220 1.090, H221 1.090, H222 1.090
207 C 1.838 -1.118 0.146  N205 1.436, H223 1.090, H224 1.090, H225 1.090
208 H -2.305 0.526 -1.025  C200 1.090
209 H -1.139 -0.762 -1.369  C200 1.090
210 H -1.362 0.416 -2.546  C200 1.090
211 H 1.471 2.042 -1.352  C201 1.090
212 H 0.351 1.762 -2.732  C201 1.090
213 H 1.372 0.513 -2.051  C201 1.090
214 H -0.721 2.783 2.790  C203 1.090
215 H -2.389 2.789 1.953  C203 1.090
216 H -2.048 1.914 3.482  C203 1.090
217 H -2.181 -0.501 2.908  C204 1.090
218 H -3.118 0.062 1.454  C204 1.090
219 H -1.639 -1.050 1.543  C204 1.090
220 H 0.765 -1.170 3.290  C206 1.090
221 H 2.111 -1.790 2.626  C206 1.090
222 H 2.119 -0.028 2.996  C206 1.090
223 H 2.746 -0.515 0.191  C207 1.090
224 H 1.338 -1.015 -0.817  C207 1.090
225 H 2.081 -2.146 0.414  C207 1.090
226 O 5.240 -0.264 -6.846  P227 1.495
227 P 5.875 -0.431 -5.503  O226 1.495, N228 1.721, N231 1.723, N234 1.728
228 N 6.558 1.009 -4.853  P227 1.721, C229 1.485, C230 1.474
229 C 6.034 2.322 -5.308  N228 1.485, H237 1.090, H238 1.090, H239 1.090
230 C 7.188 1.102 -3.524  N228 1.474, H240 1.090, H241 1.090, H242 1.090
231 N 7.163 -1.571 -5.397  P227 1.723, C232 1.489, C233 1.459
232 C 8.602 -1.343 -5.701  N231 1.489, H243 1.090, H244 1.090, H245 1.090
233 C 6.785 -2.930 -5.768  N231 1.459, H246 1.090, H247 1.090, H248 1.090
234 N 4.656 -0.778 -4.327  P227 1.728, C235 1.456, C236 1.442
235 C 3.323 -0.225 -4.514  N234 1.456, H249 1.090, H250 1.090, H251 1.090
236 C 4.971 -1.058 -2.949  N234 1.442, H252 1.090, H253 1.090, H254 1.090
237 H 5.406 2.818 -4.569  C229 1.090
238 H 5.379 2.275 -6.178  C229 1.090
239 H 6.848 2.956 -5.660  C229 1.090
240 H 8.101 1.694 -3.593  C230 1.090
241 H 7.353 0.129 -3.060  C230 1.090
242 H 6.582 1.572 -2.749  C230 1.090
243 H 8.557 -0.721 -6.595  C232 1.090
244 H 8.901 -0.656 -4.910  C232 1.090
245 H 9.164 -2.267 -5.841  C232 1.090
246 H 5.726 -2.922 -6.023  C233 1.090
247 H 7.352 -3.263 -6.637  C233 1.090
248 H 7.090 -3.666 -5.024  C233 1.090
249 H 3.321 0.865 -4.502  C235 1.090
250 H 2.881 -0.499 -5.472  C235 1.090
251 H 2.587 -0.507 -3.761  C235 1.090
252 H 5.796 -1.750 -2.779  C236 1.090
253 H 4.073 -1.346 -2.403  C236 1.090
254 H 5.216 -0.100 -2.490  C236 1.090
255 O -6.859 0.101 0.468  P256 1.495
256 P -7.603 -0.115 -0.810  O255 1.495, N257 1.745, N260 1.718, N263 1.777
257 N -8.737 1.158 -1.183  P256 1.745, C258 1.452, C259 1.508
258 C -9.767 0.987 -2.191  N257 1.452, H266 1.090, H267 1.090, H268 1.090
259 C -8.935 2.415 -0.372  N257 1.508, H269 1.090, H270 1.090, H271 1.090
260 N -8.434 -1.618 -0.862  P256 1.718, C261 1.472, C262 1.493
261 C -9.522 -1.838 0.104  N260 1.472, H272 1.090, H273 1.090, H274 1.090
262 C -7.875 -2.904 -1.376  N260 1.493, H275 1.090, H276 1.090, H277 1.090
263 N -6.468 -0.122 -2.177  P256 1.777, C264 1.443, C265 1.473
264 C -5.049 -0.273 -1.959  N263 1.443, H278 1.090, H279 1.090, H280 1.090
265 C -6.906 -0.375 -3.560  N263 1.473, H281 1.090, H282 1.090, H283 1.090
266 H -10.743 0.819 -1.735  C258 1.090
267 H -9.584 0.018 -2.656  C258 1.090
268 H -9.800 1.866 -2.835  C258 1.090
269 H -9.483 2.182 0.541  C259 1.090
270 H -9.473 3.159 -0.960  C259 1.090
271 H -7.989 2.875 -0.088  C259 1.090
272 H -10.266 -2.550 -0.252  C261 1.090
273 H -9.099 -2.226 1.031  C261 1.090
274 H -10.131 -0.971 0.358  C261 1.090
275 H -8.582 -3.220 -2.142  C262 1.090
276 H -6.892 -2.896 -1.847  C262 1.090
277 H -7.829 -3.679 -0.611  C262 1.090
278 H -4.729 -0.114 -0.929  C264 1.090
279 H -4.650 -1.240 -2.264  C264 1.090
280 H -4.512 0.528 -2.468  C264 1.090
281 H -6.253 -1.152 -3.958  C265 1.090
282 H -6.889 0.606 -4.035  C265 1.090
283 H -7.894 -0.820 -3.446  C265 1.090
284 O 0.254 -3.844 -0.976  P285 1.487
285 P -0.741 -4.128 -2.044  O284 1.487, N286 1.724, N289 1.699, N292 1.721
286 N -0.849 -5.821 -2.351  P285 1.724, C287 1.460, C288 1.450
287 C 0.173 -6.450 -3.181  N286 1.460, H295 1.090, H296 1.090, H297 1.090
288 C -1.253 -6.688 -1.260  N286 1.450, H298 1.090, H299 1.090, H300 1.090
289 N -0.420 -3.398 -3.544  P285 1.699, C290 1.467, C291 1.445
290 C -1.291 -3.610 -4.706  N289 1.467, H301 1.090, H302 1.090, H303 1.090
291 C 0.686 -2.488 -3.742  N289 1.445, H304 1.090, H305 1.090, H306 1.090
292 N -2.383 -3.765 -1.677  P285 1.721, C293 1.492, C294 1.483
293 C -3.558 -4.257 -2.452  N292 1.492, H307 1.090, H308 1.090, H309 1.090
294 C -2.722 -3.024 -0.437  N292 1.483, H310 1.090, H311 1.090, H312 1.090
295 H 0.416 -5.832 -4.045  C287 1.090
296 H -0.059 -7.490 -3.412  C287 1.090
297 H 1.048 -6.473 -2.531  C287 1.090
298 H -0.415 -6.957 -0.618  C288 1.090
299 H -1.687 -7.658 -1.503  C288 1.090
300 H -1.946 -6.204 -0.572  C288 1.090
301 H -0.792 -3.451 -5.662  C290 1.090
302 H -1.694 -4.622 -4.726  C290 1.090
303 H -2.183 -2.984 -4.680  C290 1.090
304 H 0.268 -1.545 -4.093  C291 1.090
305 H 1.138 -2.321 -2.765  C291 1.090
306 H 1.414 -2.849 -4.468  C291 1.090
307 H -3.681 -3.622 -3.329  C293 1.090
308 H -3.501 -5.323 -2.670  C293 1.090
309 H -4.423 -4.224 -1.789  C293 1.090
310 H -1.973 -2.258 -0.235  C294 1.090
311 H -2.798 -3.751 0.372  C294 1.090
312 H -3.631 -2.433 -0.541  C294 1.090
313 O -6.648 0.386 -7.114  P314 1.478
314 P -5.731 1.412 -7.654  O313 1.478, N315 1.756, N318 1.720, N321 1.700
315 N -4.949 0.734 -9.073  P314 1.756, C316 1.483, C317 1.439
316 C -5.646 0.890 -10.372  N315 1.483, H324 1.090, H325 1.090, H326 1.090
317 C -4.029 -0.371 -9.010  N315 1.439, H327 1.090, H328 1.090, H329 1.090
318 N -4.441 1.955 -6.654  P314 1.720, C319 1.443, C320 1.505
319 C -4.379 1.895 -5.213  N318 1.443, H330 1.090, H331 1.090, H332 1.090
320 C -3.323 2.743 -7.283  N318 1.505, H333 1.090, H334 1.090, H335 1.090
321 N -6.503 2.858 -8.105  P314 1.700, C322 1.509, C323 1.453
322 C -7.618 3.365 -7.223  N321 1.509, H336 1.090, H337 1.090, H338 1.090
323 C -5.816 3.948 -8.775  N321 1.453, H339 1.090, H340 1.090, H341 1.090
324 H -4.940 0.728 -11.186  C316 1.090
325 H -6.161 1.851 -10.363  C316 1.090
326 H -6.405 0.109 -10.338  C316 1.090
327 H -4.603 -1.165 -9.487  C317 1.090
328 H -3.944 -0.724 -7.982  C317 1.090
329 H -3.046 -0.138 -9.417  C317 1.090
330 H -3.377 1.738 -4.813  C319 1.090
331 H -4.872 2.744 -4.741  C319 1.090
332 H -4.909 0.991 -4.912  C319 1.090
333 H -2.302 2.549 -6.955  C320 1.090
334 H -3.161 2.710 -8.361  C320 1.090
335 H -3.519 3.788 -7.042  C320 1.090
336 H -8.124 4.196 -7.714  C322 1.090
337 H -8.304 2.551 -6.988  C322 1.090
338 H -7.243 3.849 -6.321  C322 1.090
339 H -6.571 4.589 -9.232  C323 1.090
340 H -5.167 3.590 -9.574  C323 1.090
341 H -5.335 4.552 -8.006  C323 1.090

Calculated values
Orbital gap   7.052 eV
DFT total energy   -277999.7787 eV
ΔE to the lowest compared entry with this formula, charge and spin   0.0000 eV

Here are the Löwdin charges for atoms 1 to 2, given in e:
1 C -0.067
2 C -0.107